1.
ORCA calculation (ωB97M-V/def2-TZVPD) on one molecule with the formula C6H10O.

Cartesian coordinates (Å):
1 C 1.79290 -0.69906 0.10118
2 C 0.57458 0.12900 0.52019
3 C 0.31622 1.39808 -0.32668
4 C -1.15693 1.63936 -0.53724
5 C -1.80399 0.41244 -0.00800
6 C -0.77026 -0.65528 0.42828
7 O -0.74427 -1.73327 -0.49360
8 H 1.69681 -1.03976 -0.93514
9 H 2.72324 -0.12416 0.17664
10 H 1.90351 -1.59537 0.72086
11 H 0.71164 0.44171 1.56587
12 H 0.73019 1.29038 -1.34810
13 H 0.82384 2.29907 0.05189
14 H -2.60695 0.03828 -0.66843
15 H -2.62509 0.65065 0.68728
16 H -1.00676 -1.11935 1.38986
17 H -0.69933 -1.36275 -1.38513

Calculated values
HOMO-LUMO gap (eV): 8.56
E (hartree): -309.7197
E_LUMO (Eh): 0.005
Energy relative to the best compared isomer or geometry (same formula, charge and spin) (kJ/mol): 322.0


2.
ORCA calculation (ωB97M-V/def2-TZVPD) on one molecule with the formula C6H10O.

Cartesian coordinates (Å):
1 C 1.07451 1.79226 0.23133
2 C 0.52969 0.45910 -0.08503
3 C -0.96068 0.40169 0.89383
4 C -0.58659 -0.98763 0.99784
5 C -0.55326 -1.75875 -0.10986
6 C -0.44253 -1.11745 -1.48526
7 O 0.08430 0.23036 -1.37315
8 H 1.37868 1.74417 1.28698
9 H 0.24397 2.47981 0.11833
10 H 1.93277 2.04847 -0.38333
11 H 1.34999 -0.29204 0.10501
12 H -1.90415 0.58512 0.33650
13 H -0.96513 1.07540 1.76666
14 H 0.03434 -1.18745 1.87039
15 H -0.13892 -2.74629 0.00355
16 H 0.27504 -1.70477 -2.08572
17 H -1.35204 -1.02200 -2.08808

Calculated values
HOMO-LUMO gap (eV): 9.04
E (hartree): -309.7305
SMILES: C[C@H]1CC=CCO1
E_LUMO (Eh): 0.041
Energy relative to the best compared isomer or geometry (same formula, charge and spin) (kJ/mol): 293.7


3.
ORCA calculation (ωB97M-V/def2-TZVPD) on one molecule with the formula C6H10O.

Cartesian coordinates (Å):
1 C 2.14721 0.11210 0.32789
2 C 0.67593 0.02281 -0.05243
3 C -0.00147 -1.14082 0.15509
4 C -1.48772 -1.18725 0.41073
5 C -1.95366 -0.21523 -0.59554
6 C -0.03608 1.17332 -0.52526
7 O 0.39085 2.43238 -0.14870
8 H 2.26895 0.47716 1.36234
9 H 2.71943 0.77096 -0.33534
10 H 2.60165 -0.88760 0.30496
11 H 0.55264 -2.07669 0.11675
12 H -1.73001 -0.88540 1.44025
13 H -1.83191 -2.22690 0.28948
14 H -2.00306 -0.60331 -1.62254
15 H -2.61317 0.60347 -0.36284
16 H -0.50355 1.23046 -1.48915
17 H 0.80398 2.40054 0.72430

Calculated values
HOMO-LUMO gap (spin up / spin down) (eV): 7.86 / 7.86
E (hartree): -309.7143
E_LUMO (spin up / spin down) (Eh): 0.024 / 0.024
Energy relative to the best compared isomer or geometry (same formula, charge and spin) (kJ/mol): 336.1